Entry 1:
{"formula": "C24H34ClNO11S2", "method": "ωB97M-V/def2-TZVPD", "gap_ev": 8.86, "fmax_ha_per_bohr": 0.054, "elements": ["C", "C", "C", "C", "C", "C", "C", "C", "C", "C", "C", "C", "C", "C", "C", "C", "O", "C", "C", "Cl", "C", "O", "N", "C", "O", "H", "H", "H", "H", "H", "H", "H", "H", "H", "H", "H", "H", "H", "H", "H", "H", "H", "H", "H", "H", "H", "H", "H", "H", "H", "H", "C", "C", "O", "S", "O", "O", "O", "H", "H", "H", "H", "C", "C", "O", "S", "O", "O", "O", "H", "H", "H", "H"], "coordinates": [[6.13512, -3.38738, 2.87179], [5.79062, -4.09252, 1.77012], [6.26359, -3.78872, 0.31644], [5.70560, -2.42547, -0.22706], [6.69020, -1.36760, -0.48102], [6.24422, -0.07505, -0.95384], [4.80607, 0.10730, -1.20352], [3.79821, -0.90925, -0.96884], [2.31444, -0.53060, -1.24421], [1.46734, -1.62676, -2.00522], [0.17465, -1.92461, -1.10696], [-0.39694, -3.37704, -1.29881], [-1.24806, -3.72881, 0.01090], [-2.13564, -2.51077, 0.53016], [-1.54220, -1.75533, 1.76875], [-2.61286, -0.85188, 2.52762], [-2.54956, 0.52181, 2.06675], [-1.49599, 1.23242, 2.71236], [4.28172, -2.19010, -0.45598], [3.14713, -3.50746, -0.07099], [4.68652, 1.55966, -1.73258], [3.80030, 2.15368, -2.29341], [5.94835, 2.15426, -1.47535], [7.01523, 1.23385, -1.27037], [8.18322, 1.49445, -1.30713], [6.73612, -2.46055, 2.74271], [5.82841, -3.76840, 3.87357], [5.14283, -4.99132, 1.93012], [7.37013, -3.84817, 0.16836], [5.81973, -4.58505, -0.34144], [7.78552, -1.50555, -0.32709], [2.31847, 0.38348, -1.90132], [1.86687, -0.19843, -0.27203], [2.02521, -2.55940, -2.25094], [1.07310, -1.22385, -2.98164], [-0.61351, -1.15527, -1.29709], [0.55311, -1.87593, -0.04780], [0.43167, -4.13655, -1.31357], [-0.99059, -3.52323, -2.23607], [-0.57759, -4.01033, 0.87158], [-1.95578, -4.57544, -0.17351], [-2.42933, -1.80880, -0.30065], [-3.11157, -2.96611, 0.87307], [-0.70703, -1.04417, 1.51008], [-1.08016, -2.48577, 2.49448], [-2.31175, -0.80556, 3.61420], [-3.63917, -1.27330, 2.39295], [-1.00718, 1.91155, 1.95617], [-0.67192, 0.57044, 3.09527], [-1.83124, 1.88683, 3.55680], [6.16307, 3.05441, -1.90012], [-5.85801, 1.25129, 1.19026], [-5.87272, 2.60548, 0.51186], [-7.25444, 2.97904, 0.46709], [-8.00639, 2.37619, 1.76288], [-8.08668, 3.39527, 2.75208], [-9.14414, 1.64548, 1.32164], [-6.85856, 1.33082, 2.20943], [-6.14306, 0.45647, 0.49492], [-4.88625, 1.01979, 1.62578], [-5.45018, 2.57286, -0.49043], [-5.34060, 3.34941, 1.10432], [-3.53247, 4.51254, -3.13085], [-2.26433, 3.99149, -2.48138], [-1.98453, 4.91712, -1.42928], [-3.37551, 5.49330, -0.84476], [-3.71242, 4.74723, 0.32277], [-3.31666, 6.91129, -0.86068], [-4.33174, 5.00086, -2.05024], [-3.31937, 5.34803, -3.80202], [-4.06527, 3.73636, -3.67784], [-1.43048, 3.93894, -3.17865], [-2.42490, 3.00715, -2.03254]], "atomic_forces_ev_per_a": [[-0.15, -0.52, -1.09], [0.36, 0.00, 0.76], [-1.44, 0.07, -0.46], [0.54, 1.05, -0.15], [-1.59, 1.06, -0.53], [-1.76, -2.14, 0.28], [1.53, -0.64, 0.43], [1.31, 0.31, -0.01], [0.72, 0.14, -0.96], [-1.55, 0.50, 0.44], [1.33, -1.20, -0.55], [-0.15, -0.23, 1.40], [-0.48, 0.80, -0.30], [-0.50, -0.56, 0.31], [-0.15, 0.62, 0.26], [1.35, -0.24, 0.30], [0.03, -0.66, 0.43], [1.08, 0.83, -0.34], [1.52, 1.36, -0.28], [0.81, 0.95, -0.15], [0.53, -0.44, 0.37], [0.06, -0.47, 0.39], [0.57, -0.38, -0.61], [-1.99, -0.48, 0.55], [-0.28, -0.31, 0.02], [-0.41, -0.76, 0.48], [0.29, 0.71, -0.91], [0.72, 0.81, -0.40], [-0.92, 0.26, 0.39], [0.47, 0.63, 0.56], [-1.12, -0.20, -0.01], [0.23, -0.81, 0.86], [0.15, -0.56, -0.77], [-0.37, 0.79, 0.41], [0.71, -0.25, 0.86], [0.75, -0.54, 0.34], [-0.68, 0.08, -0.96], [-0.54, 0.85, -0.24], [0.37, 0.32, 0.79], [-0.45, 0.13, -1.01], [0.80, 0.51, 0.05], [0.44, -0.60, 0.81], [0.89, 0.50, -0.24], [-0.77, -0.80, -0.01], [-0.66, 0.53, -0.71], [-0.72, -0.42, -0.89], [0.73, 0.63, 0.15], [-0.59, -0.63, 0.66], [-0.84, 0.37, -0.33], [-0.09, -0.69, -0.58], [-0.18, -0.29, 0.14], [0.21, -0.38, -0.50], [0.46, 0.15, 0.50], [-0.44, -0.60, 0.24], [0.51, 0.00, -0.20], [-0.24, -0.36, -0.11], [0.09, 0.35, 0.16], [-0.30, 0.64, -0.07], [0.01, 0.02, 0.00], [-0.13, 0.08, 0.18], [-0.26, 0.09, -0.04], [0.03, -0.08, -0.08], [0.29, 0.21, -0.47], [-0.19, -0.56, 0.00], [-0.48, 0.47, -0.08], [0.15, -0.20, -0.27], [0.07, 0.51, -0.33], [0.03, -0.35, 0.29], [0.35, -0.22, 0.54], [0.01, -0.05, 0.00], [-0.15, 0.06, 0.20], [0.07, 0.20, 0.18], [0.01, -0.01, -0.08]]}

Entry 2:
{"formula": "C24H34CoF3N5O9PSTe", "method": "ωB97M-V/def2-TZVPD", "gap_ev": [8.63, 6.37], "fmax_ha_per_bohr": 0.047, "multiplicity": 5, "elements": ["Co", "C", "C", "C", "C", "C", "C", "Te", "C", "C", "C", "H", "H", "H", "H", "H", "H", "H", "H", "H", "H", "H", "F", "C", "F", "F", "S", "O", "O", "O", "C", "C", "O", "P", "O", "C", "C", "O", "C", "C", "H", "H", "H", "H", "H", "H", "H", "H", "H", "H", "H", "H", "H", "H", "H", "O", "C", "C", "C", "C", "C", "C", "C", "O", "O", "H", "H", "H", "H", "H", "N", "N", "N", "C", "N", "N", "H", "H", "H"], "coordinates": [[0.30354, 0.31957, 0.31035], [4.38575, 3.49183, 6.57034], [3.52725, 3.07776, 5.41206], [2.73320, 1.94062, 5.46991], [1.86064, 1.61338, 4.44205], [1.03316, 0.36093, 4.51736], [1.76533, 2.45890, 3.32764], [0.08261, 2.24753, 2.01282], [2.63120, 3.55063, 3.20813], [2.63077, 4.41728, 1.97968], [3.49676, 3.84207, 4.25177], [4.38033, 2.73767, 7.35389], [4.00821, 4.42388, 6.99276], [5.41254, 3.66463, 6.25025], [2.77411, 1.30400, 6.34465], [1.21083, -0.16978, 5.45121], [1.28290, -0.30828, 3.68875], [-0.03349, 0.58633, 4.43707], [2.31611, 3.84351, 1.10733], [3.62352, 4.82516, 1.79752], [1.93495, 5.24920, 2.10277], [4.14512, 4.70608, 4.17023], [-4.22010, -1.34581, 2.05267], [-4.13359, -0.14101, 1.49205], [-4.62220, -0.21209, 0.25281], [-4.90432, 0.69912, 2.18704], [-2.36781, 0.44916, 1.53767], [-2.41382, 1.79007, 0.99534], [-2.03699, 0.39226, 2.93444], [-1.66136, -0.50438, 0.68603], [-3.95847, 2.61120, -3.00861], [-3.09726, 2.49304, -1.76527], [-2.44593, 1.21901, -1.78254], [-0.87096, 1.03095, -1.56263], [-0.36331, 2.09881, -2.69024], [0.49236, 3.21547, -2.46279], [1.30705, 3.43686, -3.72320], [-0.66037, -0.36874, -2.28237], [-1.12414, -0.72596, -3.59899], [-2.56343, -1.20952, -3.59290], [-4.41315, 3.60003, -3.04598], [-4.74713, 1.86119, -2.98523], [-3.34867, 2.45480, -3.89814], [-3.69657, 2.55571, -0.85997], [-2.35677, 3.29621, -1.73933], [1.13995, 3.03347, -1.60206], [-0.12396, 4.09848, -2.26267], [1.95897, 2.58203, -3.89241], [1.89939, 4.34496, -3.63279], [0.63264, 3.53696, -4.57188], [-0.45347, -1.52966, -3.90987], [-0.99049, 0.12974, -4.26426], [-2.69507, -1.92003, -2.77896], [-2.79550, -1.69435, -4.54013], [-3.24496, -0.37966, -3.43661], [2.81660, -4.95864, -1.03282], [2.75896, -3.94388, -1.89622], [3.28714, -4.13406, -3.17777], [3.25467, -3.11715, -4.10704], [2.67647, -1.89111, -3.78787], [2.14727, -1.69508, -2.52609], [2.19237, -2.70008, -1.56391], [1.63603, -2.48537, -0.18296], [1.62182, -3.42206, 0.61854], [1.26482, -1.29465, 0.10799], [2.36263, -4.65009, -0.20619], [3.71360, -5.10059, -3.40690], [3.66387, -3.28303, -5.09511], [2.62007, -1.10607, -4.53140], [1.65823, -0.76474, -2.27738], [4.61601, 0.96724, -2.53445], [3.92435, 0.83199, -1.37225], [4.41058, 0.21674, -0.32411], [3.45108, 0.39208, 0.56675], [2.42964, 1.09207, 0.05337], [2.75688, 1.37114, -1.18916], [5.31651, 0.24306, -2.61957], [3.98177, 1.02028, -3.32006], [3.48595, 0.02025, 1.57264]], "atomic_forces_ev_per_a": [[0.11, -0.84, 0.49], [-0.01, 0.00, -0.05], [-0.03, -0.03, -0.10], [0.05, 0.12, -0.01], [-0.22, -0.09, -0.30], [-0.05, 0.10, 0.01], [0.09, -0.30, 0.15], [1.02, 1.38, 0.90], [-0.18, -0.06, -0.19], [-0.14, 0.00, 0.11], [-0.02, -0.08, 0.11], [0.05, -0.02, 0.04], [0.04, 0.02, 0.06], [0.06, 0.00, 0.05], [0.02, -0.05, 0.04], [-0.05, -0.02, -0.01], [-0.05, -0.04, 0.03], [0.01, -0.11, 0.07], [0.09, 0.07, -0.10], [0.00, 0.03, -0.05], [-0.02, 0.07, -0.07], [0.06, 0.05, -0.04], [0.08, 0.00, -0.08], [0.02, -0.07, 0.10], [0.23, 0.05, -0.07], [0.17, 0.06, -0.02], [-1.88, -0.18, 0.61], [-0.21, 0.11, -0.29], [0.14, -0.22, 0.27], [0.53, -0.26, -0.21], [0.21, -0.12, 0.21], [-0.19, 0.31, -0.14], [0.20, -0.25, 0.45], [-0.27, 0.60, -2.31], [-0.13, -0.38, 0.40], [0.17, 0.29, -0.02], [-0.22, -0.08, 0.29], [-0.08, 0.11, 0.30], [-0.12, -0.16, -0.29], [0.22, 0.14, 0.19], [-0.04, 0.02, -0.05], [-0.05, -0.02, -0.05], [-0.03, 0.07, -0.06], [0.06, -0.04, 0.02], [0.01, -0.02, 0.03], [-0.09, 0.04, -0.05], [-0.01, -0.08, 0.05], [0.09, -0.01, -0.05], [0.10, 0.01, -0.02], [0.03, 0.02, -0.08], [0.00, 0.12, 0.00], [0.04, -0.03, 0.00], [-0.07, -0.11, -0.02], [0.02, -0.04, -0.03], [-0.10, -0.02, -0.01], [0.03, -0.15, -0.03], [-0.03, 0.15, -0.08], [0.06, -0.07, 0.07], [-0.03, -0.07, 0.04], [-0.01, 0.17, -0.06], [0.10, -0.08, -0.04], [-0.20, -0.07, 0.22], [0.27, -0.13, -0.19], [-0.05, 0.02, 0.05], [-0.15, 0.00, 0.15], [-0.01, 0.11, 0.01], [0.03, -0.02, -0.03], [0.01, -0.01, -0.02], [-0.02, 0.03, -0.05], [0.05, -0.01, 0.03], [0.52, 0.56, -0.46], [-0.65, -0.06, 0.68], [0.46, -0.14, 0.04], [-0.14, 0.27, -0.08], [0.17, -0.03, -0.10], [0.23, -0.03, -0.56], [-0.22, -0.17, 0.09], [-0.06, -0.23, 0.08], [-0.02, -0.09, 0.07]]}

Entry 3:
{"formula": "C24H34GaNO5P2", "method": "ωB97M-V/def2-TZVPD", "de_lowest_kcal_mol": 0.0, "gap_ev": 7.05, "fmax_ha_per_bohr": 0.045, "elements": ["C", "C", "N", "C", "C", "C", "C", "P", "Ga", "P", "C", "C", "C", "C", "C", "C", "C", "O", "O", "H", "H", "H", "C", "C", "H", "H", "H", "H", "C", "C", "H", "H", "H", "H", "H", "H", "H", "H", "H", "H", "H", "H", "H", "H", "H", "H", "H", "H", "H", "H", "H", "H", "O", "C", "C", "C", "C", "C", "C", "C", "O", "O", "H", "H", "H", "H", "H"], "coordinates": [[-1.22606, 1.92186, -3.71511], [-0.38727, 1.36567, -2.72040], [-0.88292, 1.33821, -1.41927], [-2.16024, 1.59921, -1.13041], [-3.01504, 1.98607, -2.14350], [-2.54371, 2.18362, -3.43698], [0.84607, 0.79251, -3.02181], [1.71775, -0.16598, -1.77479], [0.36965, 0.44205, 0.17770], [-1.29036, 1.58194, 1.47623], [-2.63323, 1.44371, 0.30691], [1.91826, 0.11097, 1.44612], [2.49114, -1.15702, 1.52719], [3.43346, -1.48751, 2.52402], [3.82092, -0.53304, 3.48119], [3.24741, 0.75497, 3.41146], [2.31671, 1.06812, 2.39333], [2.74303, 3.29000, -3.07421], [3.07015, 2.77709, -0.33717], [-0.77472, 2.05515, -4.68999], [-4.02885, 2.16586, -1.87382], [-3.21308, 2.49139, -4.22517], [1.26437, -1.80335, -2.44177], [3.53616, -0.06277, -1.81823], [-3.35712, 2.22485, 0.51783], [-3.13451, 0.48163, 0.43133], [2.10193, 2.53902, -2.99338], [1.25497, 0.96068, -3.98516], [-1.87555, 0.74984, 3.02246], [-1.18288, 3.34255, 1.89168], [2.19586, -1.93975, 0.83913], [3.85344, -2.50940, 2.56102], [4.54692, -0.78814, 4.26755], [3.52682, 1.50946, 4.17218], [1.86211, 2.05276, 2.38104], [1.58097, 1.99232, 0.09995], [3.95195, 2.92274, 0.05334], [3.08508, 3.09421, -1.30678], [2.14025, 4.04553, -3.00107], [0.83632, 2.04958, 0.27744], [1.75660, -1.94756, -3.42059], [1.59275, -2.55495, -1.71489], [0.17151, -1.84911, -2.59121], [3.92215, -0.20490, -2.83691], [3.91103, 0.90101, -1.44494], [3.92403, -0.86131, -1.16915], [-2.14607, 3.67124, 2.31526], [-0.37876, 3.52111, 2.62195], [-0.97228, 3.91262, 0.97807], [-2.69606, 1.36491, 3.46789], [-2.23902, -0.27585, 2.78079], [-1.02111, 0.67207, 3.73268], [-2.48373, -2.31003, -1.38058], [-2.60467, -3.18074, -0.36746], [-3.56613, -4.19918, -0.47730], [-3.72905, -5.09917, 0.56694], [-2.94457, -5.00736, 1.72828], [-1.99452, -3.99771, 1.84175], [-1.80672, -3.08545, 0.80949], [-0.86381, -1.98803, 1.04435], [-0.32599, -1.74987, 2.13125], [-0.68617, -1.21902, -0.03214], [-1.74314, -1.68898, -1.08348], [-4.15179, -4.23126, -1.39138], [-4.48297, -5.88094, 0.46670], [-3.07738, -5.72038, 2.54391], [-1.37030, -3.87778, 2.73063]], "atomic_forces_ev_per_a": [[-0.45, 0.31, -0.30], [0.02, -0.30, 1.03], [0.99, -0.81, 0.53], [-0.02, 0.25, -1.19], [-0.35, -0.01, 1.27], [1.03, -0.26, -0.42], [0.89, 0.93, 1.45], [-1.57, 0.30, -1.40], [0.66, -2.23, -0.26], [-0.08, -0.82, 1.40], [-0.55, 0.32, -0.69], [-0.33, -0.09, 0.76], [0.89, 0.00, 0.88], [-0.01, 0.08, -0.13], [-0.46, 0.29, -0.45], [0.08, -0.10, -0.07], [0.54, -0.97, 0.56], [-0.77, -0.08, 0.47], [0.87, 0.88, -1.27], [-0.29, -0.01, -0.14], [-0.71, 0.15, -0.05], [-0.07, 0.18, -0.04], [0.57, -0.47, 0.14], [0.31, 0.03, -0.28], [-0.34, 0.04, -0.02], [0.09, -0.08, 0.02], [0.31, 0.02, -0.23], [0.15, -0.22, -1.01], [-0.18, 0.27, -0.01], [-0.06, 0.26, 0.08], [-0.09, -0.06, -0.10], [-0.26, 0.67, -0.01], [-0.43, 0.17, -0.43], [-0.21, -0.46, -0.57], [0.05, 0.18, 0.02], [-0.31, 0.65, -0.01], [-0.58, -0.09, -0.38], [0.25, -0.47, 1.51], [0.29, 0.05, -0.19], [0.60, 1.96, -0.24], [-0.15, -0.07, 0.43], [-0.16, -0.29, -0.35], [0.58, 0.08, 0.25], [-0.14, -0.07, 0.20], [-0.37, -0.40, -0.04], [-0.10, 0.21, -0.17], [0.35, -0.03, -0.13], [-0.27, -0.09, -0.27], [-0.02, -0.07, 0.21], [0.58, -0.54, -0.24], [0.35, 0.81, 0.22], [-0.62, 0.00, -0.52], [0.42, 0.32, 0.20], [0.14, -0.20, 0.43], [0.38, 0.23, 0.30], [0.12, 0.11, -0.02], [0.03, -0.06, 0.08], [-0.33, -0.49, 0.06], [-0.73, -0.41, -0.29], [0.76, 0.94, 0.53], [-0.84, -0.41, -1.28], [0.18, 0.21, 0.76], [-0.55, -0.39, -0.37], [0.02, -0.10, 0.19], [0.22, 0.15, 0.12], [0.00, 0.20, -0.29], [-0.27, -0.11, -0.26]]}